[1]
Computed, not measured: a cluster of 15 separate species, C15H60O15 in total, with ωB97M-V/def2-TZVPD.

Summary:
Highest occupied orbital energy   -10.01 eV
Lowest unoccupied orbital energy   0.019 eV
Relative energy (zero: lowest compared OMol25 entry of this formula, charge and spin)   233.6 kcal/mol
Maximum force   2.20 eV Å⁻¹

Element x y z (Å)
C (1.0911, -6.9451, 4.2846)
O (0.4405, -5.7966, 3.6972)
H (0.3849, -7.7751, 4.3041)
H (1.9515, -7.2297, 3.6790)
H (1.3332, -6.7591, 5.3310)
H (-0.3797, -6.0259, 3.2542)
C (1.3499, -6.4911, -4.1626)
O (0.9732, -5.1704, -3.8081)
H (0.8555, -6.7701, -5.0931)
H (2.4144, -6.6145, -4.3618)
H (0.9732, -7.1632, -3.3916)
H (1.2915, -5.0475, -2.9108)
C (-4.4085, 5.5010, 0.2646)
O (-5.7524, 5.6007, -0.2166)
H (-4.2318, 6.2652, 1.0215)
H (-4.2809, 4.5233, 0.7294)
H (-3.6662, 5.5622, -0.5312)
H (-5.9481, 6.5397, -0.1773)
C (-1.8178, 5.2038, 5.1827)
O (-0.6327, 5.6025, 4.5027)
H (-2.5205, 6.0293, 5.2965)
H (-2.2690, 4.4314, 4.5600)
H (-1.4875, 4.7798, 6.1310)
H (-0.2144, 6.2656, 5.0566)
C (3.2133, -1.1560, -6.5640)
O (2.2125, -0.4058, -7.1651)
H (4.2216, -0.7745, -6.7247)
H (2.9506, -0.9924, -5.5188)
H (3.3029, -2.2174, -6.7957)
H (1.4223, -0.9313, -7.0198)
C (-5.8713, 1.5826, -4.0223)
O (-6.9574, 2.0228, -3.2843)
H (-5.3655, 2.4127, -4.5154)
H (-5.0825, 1.1642, -3.3971)
H (-6.2165, 0.8639, -4.7655)
H (-6.7622, 2.7395, -2.6762)
C (5.7204, 2.2906, -1.9751)
O (6.6956, 1.7940, -1.1154)
H (6.0367, 3.1323, -2.5913)
H (5.3963, 1.4837, -2.6324)
H (4.7598, 2.5066, -1.5076)
H (7.5169, 1.6144, -1.5790)
C (-0.2830, -0.4267, 0.2162)
O (-1.1922, 0.6025, -0.0006)
H (0.6217, -0.1884, -0.3432)
H (0.0431, -0.3609, 1.2542)
H (-0.6504, -1.4235, -0.0280)
H (-0.7925, 1.4405, 0.2435)
C (4.5583, 2.6911, 3.4423)
O (4.6164, 1.3764, 2.8452)
H (4.1156, 3.4194, 2.7629)
H (3.8154, 2.7262, 4.2392)
H (5.5534, 2.9730, 3.7863)
H (5.1110, 1.4155, 2.0233)
C (-3.0674, -6.7889, -0.3083)
O (-3.4275, -6.3704, 0.9415)
H (-2.0816, -7.2500, -0.2474)
H (-3.8546, -7.4599, -0.6519)
H (-2.9847, -6.0243, -1.0807)
H (-4.2930, -5.9557, 0.9183)
C (2.0924, 7.9422, 0.3632)
O (1.2500, 6.7950, 0.1532)
H (1.6335, 8.8924, 0.0900)
H (2.4032, 7.9904, 1.4068)
H (3.0343, 7.7336, -0.1442)
H (0.8538, 6.6371, 1.0132)
C (-6.8719, -2.4798, -0.3342)
O (-7.2994, -3.7440, 0.1061)
H (-7.4838, -1.6593, 0.0407)
H (-5.8490, -2.2369, -0.0466)
H (-6.9027, -2.5419, -1.4220)
H (-8.1610, -3.9149, -0.2814)
C (4.7876, -4.5096, 0.8028)
O (3.4392, -4.4424, 0.4859)
H (5.1487, -5.5378, 0.7784)
H (5.3245, -3.8595, 0.1120)
H (4.9019, -3.9849, 1.7513)
H (2.9698, -4.5926, 1.3098)
C (0.4459, 3.8004, -4.4956)
O (0.5376, 5.1896, -4.3033)
H (0.0707, 3.3190, -3.5925)
H (-0.1307, 3.5227, -5.3780)
H (1.4609, 3.4091, -4.5642)
H (0.8769, 5.3456, -3.4189)
C (0.5496, -0.8598, 6.8932)
O (0.3854, -2.2524, 7.1534)
H (-0.3334, -0.4456, 6.4065)
H (0.7099, -0.2133, 7.7560)
H (1.4091, -0.6610, 6.2529)
H (0.2959, -2.6832, 6.3002)

***

[2]
Computed, not measured: a structure of composition C15H64BNO28, with ωB97M-V/def2-TZVPD.

Summary:
Highest occupied orbital energy   -9.82 eV
Lowest unoccupied orbital energy   -1.190 eV
Relative energy (zero: lowest compared OMol25 entry of this formula, charge and spin)   34.5 kcal/mol
Maximum force   11.34 eV Å⁻¹

Element x y z (Å)
C (22.5660, 29.2630, 19.9990)
C (23.9220, 29.1650, 20.6450)
C (25.0750, 29.4350, 19.5880)
C (25.4810, 28.0330, 18.9670)
N (26.7140, 28.0650, 17.9570)
C (27.8200, 29.0500, 18.3140)
C (27.6620, 30.4310, 17.7900)
C (26.6210, 30.2060, 16.7000)
C (26.3160, 28.6950, 16.6880)
C (27.3030, 26.6860, 17.8240)
C (26.2670, 25.6260, 17.1250)
C (26.7580, 24.1540, 17.3040)
H (22.3240, 28.4920, 19.5350)
H (22.4130, 30.2310, 19.6410)
H (21.7310, 29.0620, 20.7380)
H (24.2710, 28.2950, 21.2990)
H (23.8330, 29.9890, 21.2290)
H (25.8500, 29.9570, 20.1110)
H (24.7810, 30.1730, 18.8210)
H (24.7500, 27.6480, 18.3510)
H (25.8380, 27.3240, 19.9720)
H (28.7130, 28.6950, 17.8620)
H (27.9690, 29.0420, 19.3330)
H (28.5210, 31.0600, 17.6640)
H (27.1190, 30.8930, 18.6190)
H (27.1810, 30.4270, 15.8600)
H (25.8470, 30.9670, 16.8840)
H (26.5470, 28.1250, 15.9020)
H (25.2040, 28.5800, 16.5900)
H (27.5370, 26.3200, 18.7750)
H (28.3150, 26.6160, 17.4250)
H (25.9800, 25.8400, 16.0050)
H (25.3370, 25.5520, 17.6620)
H (27.5430, 23.8800, 16.6810)
H (25.8570, 23.7910, 16.6280)
H (26.9620, 23.8890, 18.2420)
O (22.9050, 31.9080, 17.3560)
C (22.5570, 31.0570, 16.5710)
O (23.2040, 30.0260, 16.4860)
B (22.6450, 29.1120, 15.4700)
O (21.4550, 29.9140, 15.1000)
C (21.3770, 30.8880, 15.8840)
O (20.3420, 31.4870, 16.0810)
O (22.2450, 27.8430, 16.0050)
C (22.9360, 26.9690, 15.3760)
O (22.9640, 25.7570, 15.7420)
C (23.7890, 27.5960, 14.4590)
O (23.6720, 28.8510, 14.4230)
O (24.4230, 26.9960, 13.6120)
O (26.5130, 23.4860, 21.3110)
H (26.7280, 23.5820, 22.1740)
H (27.2690, 24.1220, 20.9180)
O (30.5630, 25.8940, 18.3020)
H (31.3160, 26.4270, 18.4740)
H (30.0950, 25.9340, 19.2380)
O (27.9560, 26.1780, 13.1720)
H (28.1320, 26.7920, 13.8000)
H (27.2900, 26.6530, 12.5650)
O (28.9340, 24.4620, 20.2950)
H (28.9960, 24.5830, 21.2830)
H (29.2220, 23.6400, 20.0660)
O (27.2690, 33.0360, 20.5010)
H (26.8420, 33.4490, 19.6290)
H (26.7890, 33.1950, 21.1800)
O (29.6180, 31.0780, 20.7200)
H (29.1250, 31.8360, 20.6990)
H (29.4440, 30.4730, 21.4300)
O (29.0710, 28.2050, 14.8510)
H (29.7790, 28.5130, 15.4270)
H (28.8400, 29.0290, 14.4040)
O (29.9210, 33.3120, 17.3210)
H (30.0830, 32.6730, 16.5630)
H (29.1640, 33.9700, 17.0400)
O (25.3830, 27.6010, 23.6250)
H (25.9340, 27.6420, 22.9670)
H (24.7030, 26.8960, 23.4630)
O (28.9920, 22.5860, 14.1660)
H (29.3170, 23.0200, 14.9450)
H (28.1590, 23.0360, 14.0940)
O (24.1410, 23.1620, 15.0080)
H (24.9750, 23.5780, 14.8010)
H (23.8730, 24.0490, 15.3020)
O (20.5860, 31.4370, 21.4400)
H (20.2400, 32.2840, 21.2350)
H (20.1940, 31.0640, 20.6690)
O (30.8430, 28.9920, 19.5680)
H (30.5420, 29.8370, 20.1480)
H (31.5450, 29.4520, 18.8940)
O (26.6320, 23.8100, 13.7640)
H (26.4860, 23.4420, 12.8450)
H (27.0780, 24.6390, 13.8270)
O (30.7020, 23.9110, 15.7290)
H (30.3360, 24.4290, 16.5840)
H (31.0990, 24.4100, 15.0280)
O (24.5440, 32.6820, 22.3650)
H (24.2630, 32.4630, 21.4600)
H (23.9770, 32.0350, 22.8730)
O (25.1430, 20.6510, 16.6900)
H (25.2620, 20.1970, 15.7800)
H (24.7310, 21.4830, 16.3870)
O (24.4560, 25.5620, 20.8320)
H (25.2090, 25.0950, 20.8730)
H (24.0880, 25.4770, 21.6340)
O (23.2200, 32.9330, 20.0280)
H (23.5530, 32.4300, 19.2850)
H (22.1890, 33.0300, 19.8020)
O (24.1650, 30.1380, 24.1710)
H (24.1070, 29.9030, 25.0770)
H (24.4230, 29.2380, 23.9110)

***

| no. | DFT total energy (Eh) |
| --- | --- |
| 1 | -1735.71437 |
| 2 | -2796.08523 |